Entry 1:
Formula: C10H13F2N2S
Source: OMol25
Level of theory: wB97M-V/def2-TZVPD

Geometry (Å):
C  0.93  -1.46  0.25
N  -1.55  -1.75  -1.84
H  2.57  -1.29  -1.65
H  1.23  -2.41  -0.18
C  1.66  -0.17  0.05
F  0.97  0.94  0.21
C  -2.78  1.64  -0.34
N  3.61  0.41  -0.65
C  -3.26  1.90  0.90
C  -3.00  0.99  1.92
F  -2.87  2.59  -1.29
C  -2.21  0.48  -0.71
H  4.43  -0.01  -0.82
H  2.05  0.35  -2.20
H  -3.64  2.89  1.14
H  3.79  1.45  -0.86
H  -1.82  0.18  -1.66
C  -2.26  -0.16  1.68
C  2.96  0.04  0.70
H  3.42  -0.91  1.02
H  -3.32  1.17  2.89
H  3.00  0.85  1.42
C  -1.89  -0.39  0.34
H  -2.19  -0.97  2.54
H  -1.46  -2.63  -2.48
S  -1.44  -2.01  -0.30
H  0.67  -1.52  1.24
C  2.39  -0.19  -1.30

Properties
Charge: +1
HOMO-LUMO gap (spin up / spin down): 7.17 / 7.76 eV
F_max: 4.3 eV Å⁻¹
HOMO level (spin up / spin down): -0.401 / -0.420 Eh
Lowest unoccupied orbital energy (spin up / spin down): -3.7 / -3.7 eV

Atomic partial charges in e from the Mulliken method, atoms 1 to 8: atom 1 (C): -2.0336, atom 2 (N): -0.5557, atom 3 (H): 0.3062, atom 4 (H): 0.5183, atom 5 (C): 2.0926, atom 6 (F): -0.3418, atom 7 (C): 0.4028, atom 8 (N): -0.1079

Entry 2:
Formula: C14H25N3
Source: OMol25
Level of theory: wB97M-V/def2-TZVPD

Geometry (Å):
H  3.61  -1.92  0.57
H  -0.70  1.47  -3.80
C  -1.34  1.35  2.06
C  -1.99  0.62  -2.31
H  -0.09  0.62  -0.65
C  -1.17  -0.87  2.95
H  4.03  0.35  -1.07
C  -0.87  0.53  -3.25
H  -2.95  0.75  -2.90
C  1.81  -1.26  1.15
C  3.09  -0.13  -0.72
H  2.99  -0.89  -1.53
C  1.96  0.93  -0.92
H  1.29  -1.75  0.39
H  1.91  1.52  0.07
H  -3.64  1.02  -0.64
N  2.09  -2.22  2.30
H  -2.96  2.68  0.04
C  -2.56  -0.53  1.00
H  3.83  -0.47  1.45
N  -1.91  1.67  -1.41
H  -0.71  -1.59  3.66
H  -0.97  1.85  -1.12
H  -2.13  -0.37  -1.74
H  0.14  -1.07  -2.50
H  1.30  -0.02  -3.24
C  -1.99  -1.38  2.01
H  1.21  -0.31  1.49
H  -0.18  0.77  3.79
C  0.35  -0.05  -2.53
C  3.19  -0.93  0.62
C  -0.83  0.49  2.99
H  -3.29  -0.87  0.35
C  -2.27  0.81  0.99
H  2.27  1.61  -1.77
H  -2.18  -2.43  1.95
H  -0.92  2.37  2.12
H  2.64  -1.60  2.89
C  -2.79  1.59  -0.27
H  -1.18  -0.22  -4.01
H  1.22  -2.49  2.81
N  0.69  0.36  -1.26

Properties
HOMO-LUMO gap: 8.91 eV
F_max: 4.2 eV Å⁻¹
HOMO level: -0.295 Eh
Lowest unoccupied orbital energy: 0.9 eV

Atomic partial charges in e from the Mulliken method, atoms 1 to 8: atom 1 (H): 0.3806, atom 2 (H): 0.3691, atom 3 (C): -0.1181, atom 4 (C): -0.1417, atom 5 (H): -0.4028, atom 6 (C): -0.3247, atom 7 (H): 0.4189, atom 8 (C): -0.9625

Entry 3:
Formula: C8H15N3OPS
Source: OMol25
Level of theory: wB97M-V/def2-TZVPD

Geometry (Å):
C  -0.93  -0.49  1.14
H  -0.96  2.01  -3.69
C  -0.85  1.06  -3.15
H  -2.96  0.84  -2.69
P  -2.44  0.68  1.53
H  -1.86  -0.07  -1.62
C  4.05  0.29  1.23
H  0.45  1.42  0.65
N  -1.25  -1.91  1.27
H  3.59  -0.07  -1.03
H  -3.70  -0.02  1.36
C  3.17  -0.17  0.08
N  -2.21  1.12  3.10
H  4.81  -0.47  1.69
H  -0.32  -3.69  1.11
H  0.11  1.10  -2.63
H  3.89  1.40  1.66
C  0.42  0.25  0.73
N  -0.14  -2.64  1.03
H  -2.13  2.76  -1.73
S  2.53  -3.60  0.46
H  -2.33  1.88  0.72
O  -2.01  1.93  -1.23
H  -2.08  2.16  3.17
C  1.22  -2.25  0.68
C  -1.99  0.87  -2.17
H  -0.83  0.24  -3.88
H  3.07  -3.90  1.75
C  1.68  -0.73  0.46

Properties
Charge: +1
HOMO-LUMO gap: 5.94 eV
F_max: 6.2 eV Å⁻¹
HOMO level: -0.416 Eh
Lowest unoccupied orbital energy: -5.4 eV

Atomic partial charges in e from the Mulliken method, atoms 1 to 8: atom 1 (C): 0.1852, atom 2 (H): 0.3592, atom 3 (C): -1.0475, atom 4 (H): 0.3380, atom 5 (P): 0.3005, atom 6 (H): 0.2205, atom 7 (C): -0.3971, atom 8 (H): 0.3099

Entry 4:
Formula: C49H101FN10O17P
Source: OMol25
Level of theory: wB97M-V/def2-TZVPD

Geometry (Å):
C  15.77  -3.96  1.71
H  5.30  -0.46  1.33
H  -5.04  2.00  -1.91
C  14.40  -1.44  1.04
C  -0.34  1.27  3.14
C  -4.59  -0.16  1.82
H  -3.75  2.50  3.48
H  -6.59  2.73  -2.10
H  0.34  1.48  5.14
H  -9.44  4.69  -8.94
O  -2.81  -2.88  1.51
H  -7.05  -0.01  -1.31
C  1.91  0.55  4.09
C  -5.40  -0.47  4.30
H  -9.14  3.20  -7.20
H  10.20  -4.28  -4.44
H  15.02  -1.15  1.89
O  0.84  -3.57  1.26
H  13.70  -0.64  0.83
H  -5.67  0.57  4.38
O  12.39  -2.72  1.34
H  4.39  1.05  1.17
H  -5.18  -4.27  -2.45
O  -3.58  -6.74  -3.36
O  -10.96  4.92  -5.37
O  4.17  -0.88  3.57
C  9.81  -1.28  1.05
C  -5.90  -1.70  -2.82
H  -10.77  3.12  -7.89
H  -1.15  0.15  0.93
C  7.43  -2.07  0.80
H  13.75  -4.61  1.84
H  -0.50  2.12  2.49
H  16.43  3.13  3.87
C  -10.20  3.33  -6.99
O  6.43  -2.14  0.08
C  3.65  -0.26  2.63
H  -12.32  7.18  -1.84
H  14.81  1.77  0.84
C  -5.78  -0.21  -3.05
H  -2.36  1.32  0.62
N  -3.75  1.69  2.88
O  -2.63  -2.06  3.94
C  -1.93  -5.36  -2.30
H  -6.83  1.41  0.31
N  -9.86  1.32  3.61
H  -4.04  2.08  0.03
C  7.15  -2.77  -2.96
O  -0.74  -1.64  2.29
O  -1.20  -0.43  -3.75
N  8.54  -1.46  0.36
O  -7.84  1.56  2.68
H  -11.71  1.86  2.79
C  -12.56  6.83  -0.84
C  -3.03  -0.24  1.97
H  4.49  -5.63  0.89
H  -0.07  0.44  2.52
H  6.57  -3.14  -3.80
N  2.75  -4.69  1.56
C  -4.88  2.23  0.70
C  4.20  -4.88  1.61
C  -3.10  -5.60  -3.18
H  4.72  -3.95  1.39
H  15.04  -1.60  0.17
H  -8.92  2.60  0.68
H  -10.31  6.18  -9.35
H  -1.85  1.70  4.61
P  -2.28  -1.80  2.53
C  15.21  3.80  1.29
O  -5.07  -0.63  0.58
C  -2.49  -0.43  -0.58
C  -10.72  5.14  -1.19
H  10.02  -0.21  1.14
N  9.22  -2.44  -4.24
O  -1.53  0.06  -1.51
H  6.51  -2.18  -2.31
H  -9.36  0.91  4.39
H  15.86  4.33  1.98
C  -10.46  5.69  -2.56
H  -12.44  7.66  -0.14
H  -13.61  6.53  -0.82
C  -4.93  -2.52  -3.66
N  15.36  2.36  1.44
H  6.49  -3.11  2.39
H  -2.09  -5.91  -1.39
N  -11.71  5.72  -0.46
C  -1.26  -0.80  -2.54
H  1.15  2.54  4.03
C  2.86  -2.32  0.97
H  -7.51  0.89  -2.71
H  17.72  3.14  2.65
H  -11.84  5.31  0.45
H  -3.31  -3.54  2.01
H  14.18  4.09  1.49
C  -9.62  5.72  -8.64
C  -2.20  0.26  0.73
C  -2.79  0.83  2.95
H  -11.34  5.60  -3.19
H  -5.85  -1.97  -1.77
H  -10.40  6.66  -6.90
C  -9.69  2.34  1.38
C  -6.07  1.93  -1.59
C  -9.06  1.72  2.60
C  16.17  1.69  2.29
H  -6.69  3.13  0.04
N  14.32  -3.81  1.64
H  7.63  -1.88  2.93
C  -5.46  -0.88  2.86
H  9.25  -3.78  -5.85
H  -4.15  -1.92  -4.09
H  3.73  -0.44  0.53
C  7.45  -2.66  2.19
H  16.26  -3.02  1.48
C  -4.39  -3.67  -2.90
H  -1.02  -5.73  -2.76
H  -11.74  0.42  3.81
H  -3.46  -0.12  -0.94
H  -5.47  -2.94  -4.50
N  2.33  0.30  2.70
F  -5.28  -2.25  2.73
H  -4.75  0.13  -3.04
H  -2.45  -1.51  -0.50
H  1.72  -0.41  2.32
O  -3.63  -4.50  -3.80
H  -11.59  2.02  4.55
H  -1.04  -1.82  -2.21
H  -6.46  -0.67  2.51
C  -10.49  4.72  -6.48
H  7.55  -3.61  -2.39
H  -10.49  2.62  -6.22
C  -4.83  1.35  1.93
C  9.28  -3.79  -4.76
H  2.16  -5.49  1.75
C  4.32  -0.01  1.33
H  17.62  1.82  3.82
H  -6.13  -0.05  -4.06
H  -6.11  -1.02  4.89
C  -6.66  0.61  -2.11
C  0.77  1.54  4.15
H  -5.74  1.55  2.48
H  -4.64  -1.47  0.40
H  9.79  -1.72  2.04
H  -4.42  -0.59  4.73
H  1.69  -0.35  4.64
H  -8.68  6.26  -8.66
O  8.38  -0.72  -3.07
C  2.07  -3.57  1.27
H  -10.23  3.24  1.66
H  2.75  1.00  4.60
H  8.44  -4.37  -4.39
C  -11.30  1.41  3.69
C  13.62  -2.69  1.35
H  16.10  -4.71  0.99
C  17.04  2.50  3.21
C  -6.19  2.18  -0.08
H  -10.16  6.74  -2.50
H  -3.73  -3.34  -2.10
H  16.07  -4.28  2.70
H  -10.38  1.64  0.91
H  9.95  -1.79  -4.51
H  15.47  4.10  0.27
H  2.17  -1.52  0.76
H  -1.78  -4.33  -2.02
H  10.61  -1.74  0.48
H  -9.66  5.13  -3.02
H  -6.89  -1.97  -3.15
O  -10.09  4.20  -0.72
H  3.51  -2.47  0.11
H  -4.78  3.24  1.07
H  -0.36  -2.51  2.02
H  8.45  -1.09  -0.58
C  -1.66  0.95  3.85
O  16.19  0.46  2.29
C  8.29  -1.89  -3.42
H  4.48  -5.22  2.61
H  -1.55  0.00  4.36
N  -10.19  5.76  -7.30
H  8.22  -3.42  2.27
H  3.48  -2.04  1.83

Properties
Charge: +1
HOMO-LUMO gap: 7.59 eV
F_max: 5.9 eV Å⁻¹
HOMO level: -0.380 Eh
Lowest unoccupied orbital energy: -2.7 eV

Atomic partial charges in e from the Mulliken method, atoms 1 to 8: atom 1 (C): -0.8522, atom 2 (H): 0.0898, atom 3 (H): 0.7628, atom 4 (C): -1.0363, atom 5 (C): 1.5124, atom 6 (C): 2.0293, atom 7 (H): 0.4058, atom 8 (H): 0.4727

Entry 5:
Formula: BeFNO3S2
Source: OMol25
Level of theory: wB97M-V/def2-TZVPD

Geometry (Å):
Be  -0.41  1.38  0.87
O  2.45  -0.19  -0.88
F  -1.89  1.02  1.36
S  1.63  -0.29  0.36
S  -1.02  -0.25  -0.63
O  -2.15  -1.08  -1.08
O  1.10  1.15  0.70
N  0.20  -1.10  -0.21

Properties
HOMO-LUMO gap: 8.71 eV
F_max: 3.9 eV Å⁻¹
HOMO level: -0.389 Eh
Lowest unoccupied orbital energy: -1.9 eV

How positive or negative is each atom? The Mulliken charges in e answer that: atom 1 (Be): 0.2005, atom 2 (O): -0.5094, atom 3 (F): -0.3458, atom 4 (S): 0.7036, atom 5 (S): 0.7553, atom 6 (O): -0.4487, atom 7 (O): -0.1398, atom 8 (N): -0.2158

Entry 6:
Formula: C3H5N3
Source: OMol25
Level of theory: wB97M-V/def2-TZVPD

Geometry (Å):
H  -2.07  -1.46  -0.16
C  -0.58  -0.07  -0.02
H  0.61  2.05  -0.05
C  -0.23  1.19  0.57
H  -2.56  0.07  0.27
N  1.17  1.23  0.58
H  2.60  -0.15  0.04
N  -1.90  -0.47  -0.28
H  0.76  -1.75  -0.65
N  1.62  0.09  -0.01
C  0.58  -0.75  -0.29

Properties
HOMO-LUMO gap: 9.14 eV
F_max: 0.4 eV Å⁻¹
HOMO level: -0.303 Eh
Lowest unoccupied orbital energy: 0.9 eV

Atomic partial charges in e from the Mulliken method, atoms 1 to 8: atom 1 (H): 0.2451, atom 2 (C): 0.7011, atom 3 (H): 0.4186, atom 4 (C): -0.7909, atom 5 (H): 0.2728, atom 6 (N): -0.4196, atom 7 (H): 0.2380, atom 8 (N): -0.5599